{
  "formula": "C3H6",
  "method": "ωB97M-V with the def2-TZVPD basis set",
  "symbols": ["C", "C", "C", "H", "H", "H", "H", "H", "H"],
  "xyz": [[0.54987, 0.06232, -0.27991], [0.90345, -0.51466, 0.85489], [-0.92041, 0.34680, -0.58263], [-1.06377, 0.84267, -1.53613], [1.86265, -0.86136, 1.22375], [-1.19630, 0.99722, 0.25060], [1.24774, 0.42597, -1.02477], [-1.55291, -0.53680, -0.52989], [0.16967, -0.76215, 1.62409]],
  "smiles": "C=CC",
  "total_energy_ev": -3207.2560,
  "de_lowest_kcal_mol": 4.7,
  "lumo_energy_ev": 1.336,
  "homo_lumo_gap_ha": 0.401,
  "e_homo_ev": -9.58,
  "max_force_ev_per_a": 1.17
}

{
  "formula": "C5H14NO2",
  "method": "ωB97M-V with the def2-TZVPD basis set",
  "symbols": ["O", "O", "N", "C", "C", "C", "C", "C", "H", "H", "H", "H", "H", "H", "H", "H", "H", "H", "H", "H", "H", "H"],
  "xyz": [[1.62253, -2.96198, -1.24008], [-0.14712, -1.07300, -1.86791], [-0.74856, 0.29488, 1.25565], [-2.09451, 2.41397, 0.97990], [1.74707, 0.07005, 0.53560], [-0.83478, 1.68609, 1.57275], [-0.11706, 0.03526, -1.16372], [0.27646, -0.23480, 0.30542], [0.03499, 2.21691, 1.06097], [-2.21179, 1.82769, 0.08144], [-0.84412, 1.73852, 2.71088], [2.05789, -0.06475, 1.55384], [2.20176, -3.01562, -1.90831], [0.10068, -1.30583, 0.33959], [0.92906, -2.21900, -1.66502], [-2.79364, 2.40584, 1.75903], [-1.28759, 0.24201, -1.27702], [2.41265, -0.59665, -0.14704], [2.06239, 1.02783, 0.12793], [-1.73349, -0.04969, 1.14180], [0.51341, 0.72827, -1.68624], [-1.86861, 3.45671, 0.60275]],
  "s_squared": 0.76,
  "total_energy_ev": -10992.6485,
  "de_lowest_kcal_mol": 52.5,
  "lumo_energy_ev": [0.861, -2.278],
  "homo_lumo_gap_ha": [0.361, 0.241],
  "e_homo_ev": [-8.97, -8.83],
  "max_force_ev_per_a": 6.46,
  "multiplicity": 2
}

{
  "formula": "C29H18Cl5N6NdS3Sb",
  "method": "ωB97M-V with the def2-TZVPD basis set",
  "symbols": ["Nd", "Sb", "Cl", "Cl", "Cl", "Cl", "Cl", "S", "S", "S", "N", "N", "N", "N", "N", "N", "C", "C", "C", "C", "C", "C", "C", "C", "C", "C", "C", "C", "C", "C", "C", "C", "C", "C", "C", "C", "C", "C", "C", "C", "C", "C", "C", "C", "C", "H", "H", "H", "H", "H", "H", "H", "H", "H", "H", "H", "H", "H", "H", "H", "H", "H", "H"],
  "xyz": [[-0.62961, 0.10237, -0.54667], [-0.28412, 1.86355, 2.57862], [0.60001, -2.35115, -5.67460], [3.25391, -1.02873, -0.25969], [4.70104, -3.04574, -2.18863], [3.15919, -4.00856, -4.79909], [-1.32045, -1.29679, -3.37051], [0.25025, 3.89243, -3.92811], [-3.02793, -1.01153, 0.94497], [-1.66077, -3.11213, -0.62125], [-4.86216, -3.35824, 3.23591], [1.47408, 1.74262, -0.04499], [-2.32613, 1.94845, 0.28738], [0.37889, -1.12484, 1.77254], [-0.52777, 1.69064, -2.36864], [-4.16600, -5.79354, -0.39104], [-2.94759, 4.61968, 0.77324], [0.20109, -0.64185, 4.15924], [0.97210, -1.74953, 4.49356], [2.80691, 1.82788, -2.18282], [1.48467, -2.55130, 3.42467], [-1.80271, 2.58627, 1.30887], [0.98887, -1.46580, -1.84443], [1.46364, 2.07325, 1.26322], [0.37914, -1.72298, -3.01598], [3.79699, 2.87985, 1.29072], [2.45926, -2.84110, -3.79476], [-3.92879, 1.83293, -1.60005], [3.05932, -2.50608, -2.52524], [-2.10549, 3.91246, 1.62464], [2.34587, -1.79962, -1.59230], [1.19092, -3.41536, 1.13185], [-0.26862, 2.66960, -2.99943], [-3.91561, -4.81643, 0.21561], [-3.22815, 2.57167, -0.53005], [1.16372, -2.36200, -4.05738], [2.62355, 1.98117, -0.70653], [-2.78435, -2.59286, 0.47203], [-3.69721, -3.61199, 0.94733], [1.07143, -2.27965, 2.08752], [-4.37575, -3.52790, 2.15862], [-0.01860, -0.37095, 2.78397], [-3.58338, 3.92461, -0.27471], [3.77069, 2.55998, -0.04979], [2.51595, 2.67531, 1.97041], [-4.76890, 2.36538, -1.96225], [4.61394, 2.71755, -0.67198], [1.24403, -1.96528, 5.53586], [4.66118, 3.14221, 1.93015], [-1.79729, 4.40670, 2.57778], [-0.18682, -0.03543, 4.92743], [-4.30044, 4.45939, -0.95387], [2.05939, 1.11922, -2.54615], [2.46014, 2.96116, 3.01171], [-3.15237, 5.66333, 0.92107], [0.95839, -4.32977, 1.66972], [-3.22146, 1.55278, -2.43595], [2.20839, -3.52747, 0.71836], [0.40242, -3.23889, 0.34495], [2.60789, 2.79114, -2.72172], [-4.38418, 0.92540, -1.18481], [2.10955, -3.42440, 3.64446], [3.83581, 1.44894, -2.36301]],
  "s_squared": 3.75,
  "charge": -1,
  "total_energy_ev": -156239.7566,
  "lumo_energy_ev": [1.335, 1.341],
  "homo_lumo_gap_ha": [0.198, 0.198],
  "e_homo_ev": [-4.04, -4.05],
  "max_force_ev_per_a": 4.74,
  "multiplicity": 4
}

{
  "formula": "C3H3CeCl2GaNO3",
  "method": "ωB97M-V with the def2-TZVPD basis set",
  "symbols": ["Ce", "Ga", "Cl", "Cl", "O", "O", "O", "N", "C", "C", "C", "H", "H", "H"],
  "xyz": [[-0.92642, -0.33483, -1.97186], [0.92680, 0.38771, 1.22027], [-1.69383, -2.46687, -0.75613], [-1.06774, 1.58047, 0.06788], [0.78425, -2.91816, -3.65600], [2.03591, 2.95377, 2.40117], [0.93843, 1.67497, -4.41057], [-0.65972, -0.38827, 2.78559], [0.35986, -1.99094, -3.11307], [0.38261, 1.05563, -3.59623], [1.66002, 1.92596, 1.99239], [-0.56775, 0.09405, 3.68631], [-0.58705, -1.38940, 2.95795], [-1.58537, -0.18409, 2.39231]],
  "s_squared": 0.76,
  "charge": 4,
  "total_energy_ev": -101088.5980,
  "de_lowest_kcal_mol": 32.5,
  "lumo_energy_ev": [-20.529, -19.873],
  "homo_lumo_gap_ha": [0.182, 0.272],
  "e_homo_ev": [-25.48, -27.27],
  "max_force_ev_per_a": 11.10,
  "multiplicity": 2
}

{
  "formula": "C10H15NOP2",
  "method": "ωB97M-V with the def2-TZVPD basis set",
  "symbols": ["P", "P", "O", "N", "C", "C", "C", "C", "C", "C", "C", "C", "C", "C", "H", "H", "H", "H", "H", "H", "H", "H", "H", "H", "H", "H", "H", "H", "H"],
  "xyz": [[0.12750, -0.36986, 1.37071], [3.27078, 0.83784, 1.76178], [-4.47549, -0.69580, -2.46636], [1.30772, 0.06457, 0.50209], [-3.61182, -0.87325, -0.33152], [-4.30900, -0.60423, -3.87442], [-2.65526, -0.75565, 0.61244], [4.11663, 2.37565, 1.56360], [-1.29930, -0.45851, 0.17772], [2.92985, 0.50283, 3.49007], [4.26503, -0.55998, 1.04183], [-2.14682, -0.03125, -2.12241], [-3.36186, -0.56804, -1.66799], [-1.14469, 0.03418, -1.16592], [4.13900, -1.48420, 1.72204], [-5.32647, -0.97116, -4.20623], [-2.90924, -1.08513, 1.59186], [0.01618, 0.23839, -1.31136], [5.27962, -0.20541, 0.74133], [3.01385, -0.63985, 3.54016], [3.53813, 1.20234, 4.19978], [-1.95065, 0.16132, -3.13290], [1.82084, 0.77383, 3.70893], [3.47536, 3.06770, 2.02843], [-4.62863, -1.21354, -0.28292], [-4.35634, 0.50685, -4.06693], [3.78940, -0.83833, 0.17221], [4.39190, 2.64549, 0.60036], [-3.30622, -1.05680, -4.19639]],
  "total_energy_ev": -32722.9091,
  "de_lowest_kcal_mol": 80.0,
  "lumo_energy_ev": [-0.285, -0.284],
  "homo_lumo_gap_ha": [0.267, 0.268],
  "e_homo_ev": [-7.56, -7.56],
  "max_force_ev_per_a": 4.51
}